{
  "formula": "C22H25FeN2O",
  "method": "the ωB97M-V functional and the def2-TZVPD basis",
  "symbols": ["C", "O", "C", "C", "C", "C", "C", "C", "C", "C", "C", "C", "Fe", "C", "C", "C", "C", "C", "C", "C", "H", "H", "H", "H", "H", "H", "H", "H", "H", "H", "H", "H", "H", "H", "H", "H", "H", "C", "C", "N", "C", "C", "N", "H", "H", "H", "H", "H", "H", "H", "H"],
  "coordinates": [[-6.27496, 1.56266, 0.75318], [-5.71572, 0.28253, 0.93668], [-4.36502, 0.22012, 0.97085], [-3.75382, -1.05003, 1.05498], [-2.38356, -1.18825, 0.95855], [-1.47480, -0.12484, 0.81329], [-0.00278, -0.36035, 0.57012], [1.03122, 0.62899, 1.09329], [1.80000, 0.56259, 2.37740], [2.68999, 1.70407, 2.38073], [2.56501, 2.42995, 1.13519], [1.52268, 1.80765, 0.35454], [2.91757, 0.47605, 0.80841], [3.08943, -1.08593, -0.44815], [3.35812, -1.37626, 0.95351], [4.47707, -0.55612, 1.39064], [4.83460, 0.31108, 0.28625], [3.96950, -0.00963, -0.84445], [-2.09499, 1.17473, 0.77573], [-3.50703, 1.34716, 0.81000], [-7.34134, 1.34425, 0.72718], [-6.00976, 2.23186, 1.59552], [-5.96094, 2.08230, -0.17561], [-4.43257, -1.92877, 1.08839], [-1.95689, -2.17757, 0.95301], [0.20666, -1.40099, 0.87867], [1.59082, -0.14975, 3.18419], [3.37415, 1.95632, 3.18543], [3.09144, 3.32864, 0.86037], [1.09404, 2.25989, -0.54921], [2.40127, -1.61404, -1.10441], [2.91373, -2.19479, 1.52703], [5.01086, -0.62270, 2.37013], [5.70821, 0.95975, 0.27195], [4.05840, 0.42100, -1.84450], [-1.45946, 2.05287, 0.64986], [-3.94430, 2.36126, 0.63691], [0.32986, -3.14579, -1.58559], [0.09627, -1.71511, -1.89015], [0.19914, -0.68245, -1.05285], [-0.13219, 0.53167, -1.76502], [-0.49033, 0.10242, -3.16043], [-0.34428, -1.35315, -3.10491], [0.79252, -3.62286, -2.46151], [1.04803, -3.24514, -0.77861], [-0.59767, -3.68902, -1.31275], [-0.95209, 1.08172, -1.24959], [0.76333, 1.13798, -1.78457], [-1.51643, 0.41374, -3.42637], [0.21379, 0.51772, -3.90663], [-0.43679, -1.99742, -3.90670]],
  "forces_ev_per_angstrom": [[-0.149, 0.233, 0.228], [-0.130, 0.093, -0.107], [2.352, 0.448, -0.479], [-1.128, 0.143, -0.204], [0.552, 0.014, -0.118], [-1.143, 1.669, 0.017], [-0.162, -2.028, -0.737], [-1.916, 0.888, 0.162], [-2.374, 1.188, 0.258], [-0.899, 0.804, 0.816], [-1.489, 0.508, 1.128], [-1.169, 1.217, 0.674], [0.539, 1.266, -1.129], [1.346, -0.928, -0.257], [1.572, -2.619, -0.680], [1.637, -1.195, 0.008], [1.189, -1.306, -0.793], [1.397, -1.043, -0.384], [-0.232, -0.872, -0.158], [0.016, -0.318, -0.031], [-0.049, 0.479, 0.008], [-0.281, -0.276, -0.252], [-0.088, -0.540, 0.265], [0.665, 0.598, 0.119], [-0.018, -0.389, 0.074], [0.132, 0.573, 0.639], [0.321, 0.374, -0.456], [-0.082, -0.130, -0.209], [0.098, -0.005, 0.012], [0.513, -0.338, 0.768], [0.239, 0.418, 0.354], [0.108, 0.424, -0.210], [-0.728, 0.175, -1.027], [-0.427, 0.051, -0.028], [-0.156, -0.117, 0.435], [-0.141, -0.186, 0.176], [0.616, -0.996, 0.359], [0.088, 0.424, -0.078], [0.752, -2.784, 1.778], [-0.114, 3.094, 2.394], [0.206, 0.360, 0.160], [-0.386, -0.434, -1.591], [-1.593, 0.579, -2.709], [-0.227, -0.137, 0.117], [0.011, -0.090, 0.287], [0.134, -0.105, -0.085], [0.521, -0.263, -0.540], [-0.072, 0.256, -0.224], [0.319, -0.169, -0.056], [-0.326, 0.044, 0.201], [0.154, 0.951, 1.105]],
  "mulliken_spin": [0.002, 0.005, 0.046, -0.035, 0.038, -0.026, 0.004, 0.015, -0.004, 0.054, 0.020, 0.044, 2.672, 0.113, 0.013, 0.002, 0.064, 0.061, 0.084, -0.022, 0.000, 0.000, -0.001, -0.001, 0.023, -0.015, -0.009, 0.016, 0.004, -0.014, -0.106, -0.001, 0.010, 0.024, 0.026, 0.021, -0.003, 0.002, 0.646, 0.139, 0.020, -0.015, 0.048, 0.032, 0.009, -0.015, -0.018, 0.024, 0.019, -0.005, -0.011],
  "spin_multiplicity": 5,
  "e_lumo_ev": [2.661, 2.650],
  "orbital_gap_ev": [3.374, 5.572],
  "charge": -1
}



{
  "formula": "C22H25KN3O3",
  "method": "the ωB97M-V functional and the def2-TZVPD basis",
  "symbols": ["C", "C", "H", "H", "C", "C", "H", "H", "C", "H", "H", "H", "C", "H", "H", "H", "K", "O", "C", "O", "C", "O", "N", "C", "C", "H", "H", "H", "H", "C", "C", "H", "H", "H", "C", "C", "C", "C", "N", "C", "C", "C", "C", "C", "C", "N", "H", "H", "H", "H", "H", "H", "H", "H"],
  "coordinates": [[1.32054, 0.06995, -5.95936], [1.44703, -1.12219, -6.59316], [1.74551, 0.95889, -6.42251], [0.73455, 0.16195, -5.05974], [0.98095, -2.34579, -5.98815], [0.50457, -2.38237, -4.70957], [0.55353, -1.53682, -4.02233], [0.14885, -3.34131, -4.33059], [2.08871, -1.14985, -7.96133], [2.35295, -0.12658, -8.24264], [1.41223, -1.54744, -8.72811], [3.00328, -1.75701, -7.97759], [1.01614, -3.61090, -6.81759], [2.02074, -3.83407, -7.19989], [0.35179, -3.54199, -7.69045], [0.68984, -4.45752, -6.20862], [0.64943, 0.53896, 2.23901], [-0.28732, 0.84381, -0.03907], [-1.11235, 0.32167, -0.80025], [-1.68367, -0.36202, 1.97865], [-2.52029, -0.42481, 1.08489], [-3.79335, -0.81093, 1.28357], [-2.33144, -0.16083, -0.28986], [-4.52282, -0.80037, 0.01787], [-3.53927, -0.45045, -1.06581], [-5.29802, -0.02906, 0.09047], [-4.96045, -1.79547, -0.11779], [-3.86902, 0.43004, -1.62888], [-3.36683, -1.28395, -1.75640], [-0.85726, 0.17392, -2.22596], [0.27003, 0.73141, -2.71068], [-1.59575, -0.34511, -2.84524], [0.99428, 1.17976, -2.02756], [0.44463, 0.81142, -3.76876], [2.08454, -1.68684, 6.44720], [2.20873, -0.68392, 7.41395], [1.72442, 0.59469, 7.12498], [1.13487, 0.84453, 5.86733], [1.07209, -0.11870, 4.92540], [1.50444, -1.35335, 5.20926], [0.56185, 2.17736, 5.51801], [0.53847, 3.26394, 6.42389], [-0.03657, 4.47499, 6.02738], [-0.57040, 4.58073, 4.73875], [-0.49951, 3.45884, 3.89334], [0.05962, 2.30706, 4.27592], [2.41825, -2.70854, 6.61569], [2.66963, -0.88184, 8.38037], [1.78338, 1.41294, 7.83719], [1.38822, -2.10845, 4.42400], [0.96841, 3.13105, 7.41205], [-0.06866, 5.31571, 6.71921], [-1.03298, 5.49143, 4.36704], [-0.90055, 3.48339, 2.87244]],
  "forces_ev_per_angstrom": [[0.109, -0.817, -1.246], [0.454, 2.230, -0.006], [-0.237, -0.062, 0.244], [0.346, -0.151, -0.527], [-1.074, -1.154, 1.717], [0.716, -0.526, -1.228], [-0.105, -0.370, -0.306], [0.043, 0.336, 0.087], [0.240, 0.069, 0.097], [0.007, -0.223, -0.069], [0.086, 0.027, 0.215], [-0.202, 0.070, -0.008], [-0.216, -0.062, 0.055], [-0.180, 0.143, 0.140], [0.148, 0.027, 0.180], [0.049, 0.064, -0.149], [0.347, 0.033, 0.510], [-1.119, -0.659, -1.150], [0.618, 0.290, 1.835], [-1.826, -0.254, -1.633], [0.801, 0.075, 0.915], [0.505, 0.189, -0.735], [0.577, 0.199, 0.337], [-0.737, -0.137, 0.848], [0.782, 0.050, -0.582], [0.063, -0.388, 0.145], [0.011, 0.356, 0.134], [0.187, -0.208, 0.052], [-0.070, 0.177, 0.113], [0.447, 0.370, -0.872], [-0.985, -0.030, 0.631], [0.366, 0.374, 0.070], [-0.328, -0.040, -0.226], [0.089, -0.054, 0.384], [-0.278, 0.284, -0.398], [-0.187, 0.146, -0.391], [-0.314, -0.065, -0.666], [0.574, -0.848, 0.397], [-0.049, -0.106, 0.243], [0.288, 0.435, 0.820], [-0.287, 1.085, -0.172], [-0.115, -0.501, -0.594], [0.030, -0.401, -0.284], [0.073, -0.543, -0.218], [0.261, 0.283, 0.807], [-0.024, 0.123, 0.075], [-0.029, 0.277, 0.080], [-0.114, -0.020, -0.245], [0.113, -0.412, 0.030], [0.081, 0.267, 0.284], [-0.195, 0.277, -0.162], [0.012, -0.192, -0.204], [0.110, -0.122, 0.212], [0.137, 0.090, 0.414]],
  "nbo_charge": [-0.362, -0.016, 0.201, 0.153, -0.013, -0.393, 0.183, 0.197, -0.638, 0.221, 0.225, 0.220, -0.640, 0.225, 0.222, 0.219, 0.964, -0.649, 0.692, -0.633, 0.919, -0.453, -0.489, -0.084, -0.244, 0.209, 0.217, 0.224, 0.216, -0.366, -0.203, 0.230, 0.224, 0.206, -0.240, -0.155, -0.214, 0.133, -0.471, 0.042, 0.247, -0.236, -0.158, -0.241, 0.039, -0.496, 0.234, 0.234, 0.220, 0.196, 0.220, 0.234, 0.233, 0.195],
  "e_lumo_ev": -3.037,
  "orbital_gap_ev": 7.272,
  "charge": 1
}